Density functional theory data (ωB97M-V/def2-TZVPD) for 6 unconnected molecules or ions with the total composition C16H36N5O8 in a non-equilibrium geometry.

Last column: Löwdin charge in e.
Geometry (Å):
O  -0.838  0.005  -0.981  -0.009
O  -0.400  3.172  -2.352  0.005
O  -2.282  -0.577  0.366  -0.058
O  -5.231  0.687  -1.102  0.067
O  -1.692  2.429  3.115  0.023
O  4.464  1.675  -0.720  -0.010
O  -0.364  -1.729  0.353  0.063
O  2.940  -4.540  -1.121  0.091
N  4.031  0.181  0.849  0.001
N  -6.347  -0.492  -2.686  -0.017
N  1.579  -3.798  0.382  0.015
N  1.039  1.530  -2.596  0.029
N  -0.945  2.157  5.273  -0.043
C  1.528  3.859  -3.603  -0.013
C  -1.157  -0.851  -0.163  -0.894
C  0.645  2.783  -2.878  -0.516
C  -1.260  1.742  4.059  -0.616
C  -5.755  -0.343  -1.477  -0.554
C  -6.468  0.497  -3.730  -0.091
C  2.806  -0.439  0.283  -0.033
C  6.169  1.469  1.045  -0.085
C  2.219  1.033  -3.223  -0.118
C  2.014  -3.927  -0.837  -0.688
C  -5.864  -1.417  -0.395  -0.007
C  4.769  1.200  0.374  -0.568
C  -0.887  0.317  3.831  -0.102
C  -0.989  3.489  5.776  -0.211
C  1.993  -4.685  1.429  -0.148
C  1.095  -3.298  -1.878  0.008
H  2.765  -0.270  -0.793  0.062
H  6.406  0.562  1.600  0.034
H  2.943  1.793  -2.931  0.068
H  6.830  1.395  0.181  0.062
H  1.973  3.411  -4.491  0.051
H  -0.722  1.382  5.880  0.071
H  2.261  0.910  -4.305  0.069
H  2.436  0.054  -2.795  0.067
H  4.517  -0.161  1.666  0.067
H  6.301  2.435  1.533  0.060
H  -1.364  -0.055  2.924  0.068
H  1.473  -3.083  -2.878  0.075
H  -0.997  -1.708  1.075  0.094
H  -7.203  0.196  -4.476  0.072
H  -6.665  -1.436  -2.852  0.118
H  2.875  -1.502  0.514  0.062
H  0.191  -3.905  -1.834  0.085
H  -1.424  -0.241  4.598  0.049
H  1.901  -0.195  0.840  0.081
H  2.108  -5.733  1.152  0.070
H  -4.854  -1.825  -0.360  0.077
H  1.419  -4.649  2.355  0.061
H  -6.957  1.430  -3.449  0.076
H  -0.805  4.320  5.095  0.085
H  -1.971  3.380  6.235  0.065
H  -0.438  3.573  6.713  0.030
H  3.003  -4.465  1.774  0.057
H  -6.580  -2.188  -0.680  0.052
H  2.212  4.347  -2.908  0.079
H  -6.161  -0.977  0.556  0.085
H  0.883  -3.089  0.566  0.092
H  0.839  4.573  -4.053  0.063
H  -5.451  0.727  -4.046  0.091
H  0.199  0.265  3.915  0.046
H  0.456  0.886  -2.081  0.084
H  0.789  -2.282  -1.632  0.051

As for the HOMO-LUMO gap (alpha / beta): 1.5 / 6.3 eV. The lowest unoccupied orbital energy (alpha / beta) comes out at 0.155 / 0.155 Eh. The expectation value of S² is 0.7502. Its charge is -2. As for the HOMO energy (alpha / beta): 2.77 / -2.12 eV. The value obtained for the molar mass is 426.5 Da. The max |F| comes out at 9.189 eV/Å. As for the spin multiplicity: 2.


Density functional theory data (ωB97M-V/def2-TZVPD) for C2H4N2 in the gas phase in a non-equilibrium geometry.

Last column: Löwdin charge in e.
Geometry (Å):
N  1.229  0.293  -0.383  -0.010
N  0.531  -0.886  -0.053  -0.072
C  0.329  0.257  0.744  -0.257
C  -0.749  -0.309  -0.108  -0.153
H  0.678  0.795  -1.318  0.156
H  -1.490  -0.842  0.407  0.078
H  -1.003  0.280  -1.099  0.131
H  0.474  0.412  1.810  0.128

As for the HOMO-LUMO gap: 11.2 eV. The lowest unoccupied orbital energy comes out at 0.041 Eh. The calculation puts the energy above the lowest of the compared OMol25 structures with the same formula, charge and spin at 4.2840 eV. As for the HOMO energy: -10.09 eV. The value obtained for the molar mass is 56.1 Da. As for the structure (SMILES): C1[C@@H]2NN12. The max |F| comes out at 4.037 eV/Å. As for the spin multiplicity: 1.


Density functional theory data (ωB97M-V/def2-TZVPD) for a molecular structure, C18H42CrNO11 in a non-equilibrium geometry.

Last column: Löwdin charge in e.
Geometry (Å):
Cr  2.293  1.257  3.134  1.206
O  0.774  3.973  -2.451  0.025
O  3.161  0.047  1.533  -0.355
O  -3.601  -0.911  -1.973  0.058
O  -2.122  -0.532  -3.526  0.015
O  2.642  2.884  -2.958  0.002
O  0.320  -4.378  1.072  0.023
O  0.188  1.319  2.686  -0.388
O  0.969  1.899  -1.597  0.070
O  -0.838  -2.372  0.778  0.073
O  -1.848  -4.404  1.044  0.050
O  -1.683  0.251  -1.441  0.098
N  0.556  0.027  0.256  0.290
C  -0.920  -0.013  -4.067  -0.041
C  1.520  -3.682  1.010  -0.089
C  -1.147  1.523  3.079  -0.553
C  -3.131  -3.868  0.708  -0.209
C  -1.295  1.893  4.560  -0.067
C  3.571  1.868  -2.726  -0.066
C  -5.395  -1.156  -0.618  -0.063
C  5.449  0.067  2.120  -0.071
C  -2.099  0.355  2.743  -0.046
C  -3.987  -0.662  -0.632  -0.261
C  -2.392  -0.374  -2.225  -0.531
C  4.436  -0.262  1.077  -0.616
C  -3.984  -5.047  0.306  -0.054
C  4.568  -1.605  0.406  -0.048
C  0.350  6.348  -2.326  -0.043
C  1.478  2.852  -2.221  -0.454
C  -0.792  -3.587  1.009  -0.489
C  1.354  5.231  -2.790  -0.189
H  -2.212  0.077  1.695  0.046
H  -5.501  -2.177  -0.983  0.079
H  3.128  0.894  -2.520  0.087
H  -2.325  2.064  4.871  0.083
H  5.589  -1.841  0.107  0.088
H  -3.111  0.535  3.107  0.083
H  1.519  -0.149  0.503  0.071
H  5.468  -0.596  2.985  0.088
H  -0.005  -0.283  -3.539  0.086
H  -3.481  -5.738  -0.371  0.086
H  6.395  0.015  1.580  0.088
H  -3.380  -1.135  0.140  0.089
H  -5.644  -1.145  0.443  0.084
H  5.471  1.080  2.524  0.070
H  -4.244  -5.700  1.139  0.085
H  2.300  -4.443  1.005  0.101
H  -3.608  -3.263  1.478  0.134
H  -0.956  1.075  -4.022  0.099
H  -4.061  0.392  -0.364  0.133
H  -0.881  1.064  5.135  0.076
H  -1.707  -0.542  3.222  0.080
H  -0.717  2.794  4.765  0.071
H  0.373  6.389  -1.237  0.074
H  -1.516  2.418  2.577  0.128
H  0.036  -0.839  0.216  0.070
H  4.646  0.360  0.207  0.112
H  4.039  -1.598  -0.547  0.078
H  1.733  -3.067  1.885  0.100
H  4.249  -2.404  1.075  0.077
H  0.295  0.534  1.089  0.054
H  -6.099  -0.482  -1.107  0.089
H  4.177  1.965  -1.826  0.089
H  0.523  0.616  -0.564  0.051
H  1.478  5.221  -3.873  0.125
H  -0.671  6.123  -2.636  0.076
H  0.607  7.307  -2.775  0.077
H  -4.826  -4.707  -0.297  0.078
H  -0.765  -0.418  -5.067  0.100
H  1.710  -3.151  0.077  0.094
H  4.240  1.732  -3.576  0.105
H  -2.971  -3.288  -0.201  0.111
H  2.310  5.371  -2.285  0.123

As for the HOMO-LUMO gap (alpha / beta): 7.0 / 7.7 eV. The lowest unoccupied orbital energy (alpha / beta) comes out at -0.181 / -0.162 Eh. The expectation value of S² is 6.0296. The calculation puts the energy above the lowest of the compared OMol25 structures with the same formula, charge and spin at 1.2582 eV. Its charge is +1. As for the HOMO energy (alpha / beta): -11.91 / -12.10 eV. The value obtained for the molar mass is 500.5 Da. The max |F| comes out at 4.080 eV/Å. As for the spin multiplicity: 5.


Density functional theory data (ωB97M-V/def2-TZVPD) for a molecular structure, C34H44F8LiO28 in a non-equilibrium geometry.

Last column: Löwdin charge in e.
Geometry (Å):
F  0.851  4.294  1.838  0.022
F  2.416  0.928  -4.814  -0.014
F  5.043  2.361  2.268  0.055
F  -2.678  -2.691  -3.246  0.084
F  -1.638  -3.491  -0.246  0.096
F  -0.641  -4.016  5.639  0.046
F  -1.116  4.116  -3.399  0.048
F  2.661  -3.541  2.715  0.038
O  -2.741  -0.270  -0.323  -0.258
O  1.065  -2.894  -4.944  0.120
O  -0.111  -1.095  -4.342  0.076
O  -1.635  6.760  -0.356  0.191
O  -3.970  1.874  -5.232  0.117
O  -1.902  1.379  1.804  -0.188
O  -1.925  -2.313  3.117  0.064
O  3.139  1.853  5.721  0.161
O  4.235  1.921  -3.934  0.106
O  0.415  -0.751  0.655  -0.352
O  4.483  1.136  4.054  0.111
O  0.255  -5.920  -0.165  0.075
O  -3.578  -3.670  2.477  0.180
O  0.347  -6.306  2.019  0.171
O  5.951  -2.361  0.662  0.167
O  -1.957  -4.399  3.830  0.142
O  3.885  -1.875  1.576  0.108
O  -0.410  -2.921  -3.188  0.137
O  -1.730  2.032  -5.557  0.086
O  -0.402  1.413  -1.010  -0.378
O  4.004  0.741  -2.046  0.064
O  4.343  2.989  -1.978  0.175
O  2.378  1.945  3.550  0.045
O  -0.913  4.815  0.551  0.096
O  4.216  -3.663  0.224  0.102
O  0.511  6.023  -0.674  0.087
O  -0.204  -4.237  1.254  0.105
O  -2.452  2.320  -3.535  0.105
C  4.798  -2.622  0.832  -0.524
C  3.692  -0.168  -3.100  -0.041
C  4.391  1.215  2.643  -0.284
C  0.920  1.083  -0.963  -0.387
C  0.255  4.105  0.579  -0.317
C  -2.597  2.643  1.934  -0.148
C  -1.389  1.018  3.041  -0.214
C  4.093  1.972  -2.541  -0.535
C  0.146  -5.548  1.118  -0.565
C  -2.594  -3.418  3.088  -0.570
C  2.895  1.416  2.304  -0.034
C  3.275  1.629  4.560  -0.489
C  0.090  -4.864  -1.088  -0.038
C  -0.727  -3.896  4.270  -0.270
C  -1.510  -2.155  -2.814  -0.322
C  3.766  0.676  -4.397  -0.203
C  -4.992  0.545  -0.168  -0.096
C  -0.686  -2.423  3.691  -0.051
C  -2.073  3.278  3.240  -0.140
C  -2.826  2.044  -4.807  -0.538
C  1.088  4.742  -0.503  -0.060
C  -4.670  -0.434  1.036  -0.115
C  -0.348  -3.706  -0.123  -0.266
C  -1.286  -0.847  -3.510  -0.006
C  2.701  -2.669  1.594  -0.271
C  -0.761  5.988  -0.193  -0.495
C  0.208  -2.382  -4.224  -0.556
C  -1.869  2.029  4.122  -0.129
C  -3.534  -1.222  0.411  -0.195
C  1.151  -0.355  -0.449  -0.408
C  -1.092  2.740  -3.448  -0.260
C  -0.582  2.326  -4.823  -0.065
C  2.815  -3.455  0.365  -0.074
C  -3.645  0.704  -0.939  -0.127
Li  -1.094  0.391  0.210  0.529
H  -2.862  1.701  4.596  0.132
H  -4.342  0.109  1.899  0.086
H  1.442  1.803  -0.309  0.087
H  -1.132  2.248  4.888  0.105
H  -1.078  3.686  3.093  0.093
H  1.025  -4.641  -1.568  0.119
H  -2.125  -0.622  -4.206  0.158
H  2.700  -0.562  -3.029  0.105
H  -5.734  0.053  -0.750  0.094
H  -1.078  -0.030  -2.809  0.121
H  -3.652  2.459  2.056  0.111
H  -0.705  -5.075  -1.817  0.147
H  -2.438  3.256  1.076  0.099
H  0.994  -1.175  -1.243  0.098
H  4.218  0.360  -5.311  0.157
H  2.334  -4.397  0.537  0.129
H  -3.099  1.624  -0.870  0.101
H  -2.661  4.085  3.670  0.117
H  -5.437  -1.167  1.384  0.128
H  2.309  -0.362  -0.354  0.103
H  -1.760  0.009  3.297  0.101
H  0.132  1.543  -4.858  0.101
H  0.137  -2.297  2.977  0.115
H  4.822  0.277  2.217  0.160
H  2.500  -2.903  -0.556  0.154
H  1.030  4.185  -1.464  0.144
H  -3.696  0.432  -1.988  0.110
H  -0.577  -1.626  4.443  0.145
H  -0.001  3.033  0.505  0.138
H  0.136  -4.387  3.931  0.126
H  2.360  0.551  1.970  0.102
H  2.804  2.256  1.599  0.130
H  -0.162  3.247  -5.219  0.144
H  -2.847  -1.530  1.140  0.077
H  0.118  -2.728  -0.095  0.113
H  1.393  1.195  -1.948  0.094
H  4.409  -0.997  -2.901  0.157
H  -0.594  2.305  -2.560  0.113
H  -3.871  -2.007  -0.266  0.132
H  1.840  -2.011  1.594  0.117
H  2.114  4.775  -0.149  0.143
H  -1.640  -2.018  -1.751  0.136
H  -5.262  1.536  0.199  0.102
H  -0.272  0.939  3.037  0.127

As for the HOMO-LUMO gap: 8.2 eV. The lowest unoccupied orbital energy comes out at 0.074 Eh. Its charge is -1. As for the HOMO energy: -6.22 eV. The value obtained for the molar mass is 1059.6 Da. The max |F| comes out at 4.425 eV/Å. As for the spin multiplicity: 1.


Density functional theory data (ωB97M-V/def2-TZVPD) for 2 unconnected molecules or ions with the total composition C6H10O in a non-equilibrium geometry.

Last column: Löwdin charge in e.
Geometry (Å):
O  -2.364  2.408  0.559  0.049
C  0.533  1.524  -0.430  -0.001
C  -0.629  -1.194  0.777  -0.052
C  1.448  -1.481  -0.560  -0.110
C  -0.707  1.053  -0.320  -0.199
C  -1.379  1.744  0.783  -0.316
C  -0.010  -1.674  -0.300  -0.250
H  0.968  1.713  -1.394  0.069
H  -0.602  -2.104  -1.109  0.103
H  1.081  1.825  0.462  0.083
H  -1.708  -1.231  0.903  0.077
H  -0.068  -0.732  1.588  0.076
H  -1.312  0.656  -1.129  0.126
H  1.901  -2.342  -1.062  0.073
H  1.596  -0.602  -1.211  0.063
H  1.996  -1.279  0.366  0.080
H  -0.840  1.768  1.753  0.128

As for the HOMO-LUMO gap: 9.9 eV. The lowest unoccupied orbital energy comes out at 0.032 Eh. The calculation puts the energy above the lowest of the compared OMol25 structures with the same formula, charge and spin at 2.4185 eV. As for the HOMO energy: -9.07 eV. The value obtained for the molar mass is 98.1 Da. As for the structure (SMILES): C=CC=O.C=CC. The max |F| comes out at 1.056 eV/Å. As for the spin multiplicity: 1.


Density functional theory data (ωB97M-V/def2-TZVPD) for C3H4N2 in the gas phase in a non-equilibrium geometry.

Last column: Löwdin charge in e.
Geometry (Å):
N  -1.062  -0.245  0.071  -0.102
N  1.183  -0.243  -0.061  -0.079
C  -0.942  1.082  0.080  0.032
C  0.147  -0.960  0.147  -0.192
C  2.034  0.599  0.140  0.074
H  2.292  1.239  -0.682  0.037
H  -1.889  -0.854  0.174  0.143
H  -1.999  1.332  0.235  -0.004
H  0.237  -1.950  -0.103  0.090

As for the HOMO-LUMO gap: 8.4 eV. The lowest unoccupied orbital energy comes out at 0.016 Eh. The calculation puts the energy above the lowest of the compared OMol25 structures with the same formula, charge and spin at 5.5949 eV. As for the HOMO energy: -7.98 eV. The value obtained for the molar mass is 68.1 Da. The max |F| comes out at 2.458 eV/Å. As for the spin multiplicity: 1.


Look up the spin multiplicity of the first one.
2